# 1
Computed, not measured: 2 unconnected molecules or ions with the total composition C3H11N3 in a non-equilibrium geometry, with the ωB97M-V functional and the def2-TZVPD basis.

Each line ends with the Löwdin charge.
Positions of all 17 atoms, in Å:
C -0.251 -1.424 1.635  -0.106
C -0.592 -1.488 0.139  -0.365
N 0.023 -2.614 -0.525  -0.017
H -0.960 -0.793 2.171  0.068
H 0.748 -1.037 1.826  0.066
H -0.358 -2.428 2.055  0.066
H -0.169 -0.568 -0.268  0.063
H -1.678 -1.373 0.037  0.103
H -0.396 -2.752 -1.438  0.064
H -0.098 -3.498 -0.031  0.066
N 1.221 1.922 -0.241  0.063
C 0.374 2.616 -1.113  -0.388
N 0.204 3.868 -1.028  0.054
H 0.955 0.963 -0.078  0.038
H 1.314 2.427 0.633  0.086
H 0.073 2.035 -1.991  0.113
H -0.410 4.142 -1.783  0.026

The HOMO energy comes out at -9.51 eV. Its energy above the lowest of the compared OMol25 structures with the same formula, charge and spin is 19.5 kcal per mole. As for the energy: -7759.240 eV. Its structure (SMILES) is [H]/N=C/N.CCN.



# 2
Computed, not measured: a molecular structure, C3H11N3O in a non-equilibrium geometry, with the ωB97M-V functional and the def2-TZVPD basis.

Each line ends with the Löwdin charge.
Positions of all 18 atoms, in Å:
C -0.855 -0.580 1.292  -0.188
C 0.658 -0.214 -2.580  -0.097
C -0.825 0.636 2.189  -0.152
N 0.347 0.763 -1.531  -0.217
N 1.412 0.423 -0.323  -0.056
N 1.103 -0.536 0.493  0.020
O -0.884 0.556 -1.046  -0.169
H -0.821 -0.165 -0.074  0.065
H 1.507 1.310 0.171  0.117
H 1.034 -1.402 -0.049  0.078
H -1.879 -0.815 0.963  0.092
H -0.509 -1.484 1.784  0.075
H -0.033 -0.034 -3.402  0.080
H 0.524 -1.252 -2.245  0.071
H 1.684 -0.053 -2.908  0.078
H -1.543 0.537 3.008  0.071
H 0.164 0.774 2.628  0.064
H -1.084 1.537 1.628  0.071

The HOMO energy (alpha / beta) comes out at -8.75 / -8.75 eV. Its energy above the lowest of the compared OMol25 structures with the same formula, charge and spin is 168.4 kcal per mole. As for the energy: -9800.699 eV.



# 3
Computed, not measured: 2 unconnected molecules or ions with the total composition C3H11N3O in a non-equilibrium geometry, with the ωB97M-V functional and the def2-TZVPD basis.

Each line ends with the Löwdin charge.
Positions of all 18 atoms, in Å:
C -1.236 -1.387 1.381  -0.079
C -0.561 -0.028 1.089  -0.257
N 0.844 -0.031 0.738  0.014
C 1.498 0.847 -0.090  -0.547
N 0.894 2.126 -0.371  0.107
N 2.778 0.696 -0.306  0.052
H -0.572 -2.013 1.975  0.068
H -2.074 -1.080 2.003  0.065
H -1.671 -1.933 0.549  0.060
H -0.707 0.652 1.932  0.112
H -1.120 0.385 0.246  0.094
H 1.515 -0.326 1.414  0.125
H 0.031 1.856 -0.824  0.063
H 1.574 2.623 -0.929  0.076
H 2.817 -0.299 -0.543  0.029
H -1.291 -0.192 -3.356  0.044
H -1.532 -1.391 -2.461  0.024
O -1.185 -0.507 -2.448  -0.051

The HOMO energy comes out at -8.28 eV. Its energy above the lowest of the compared OMol25 structures with the same formula, charge and spin is 38.5 kcal per mole. As for the energy: -9806.332 eV. Its structure (SMILES) is [H]/N=C(/N)NCC.O.



# 4
Computed, not measured: 2 unconnected molecules or ions with the total composition C3H11N3O in a non-equilibrium geometry, with the ωB97M-V functional and the def2-TZVPD basis.

Each line ends with the Löwdin charge.
Positions of all 18 atoms, in Å:
C -1.760 0.336 0.433  -0.218
C -1.328 1.181 -0.542  -0.249
C 1.454 -1.949 -0.225  -0.157
N 1.058 -0.560 -0.305  -0.241
N 1.529 0.247 0.774  -0.050
N -0.509 2.296 -0.223  0.015
O -2.772 -0.560 0.274  -0.004
H -3.266 -0.341 -0.526  0.098
H -1.245 0.203 1.371  0.117
H 2.540 0.342 0.686  0.073
H 1.357 -0.205 1.677  0.070
H -0.137 2.730 -1.057  0.072
H 0.270 1.996 0.358  0.041
H -2.005 1.374 -1.370  0.114
H 0.073 -0.132 -0.691  0.118
H 1.032 -2.496 -1.067  0.071
H 2.546 -2.027 -0.288  0.066
H 1.163 -2.435 0.721  0.066

The HOMO energy comes out at -7.50 eV. Its energy above the lowest of the compared OMol25 structures with the same formula, charge and spin is 83.3 kcal per mole. As for the energy: -9804.389 eV. Its structure (SMILES) is N/C=C/O.CNN.



# 5
Computed, not measured: 2 unconnected molecules or ions with the total composition C3H11N3O in a non-equilibrium geometry, with the ωB97M-V functional and the def2-TZVPD basis.

Each line ends with the Löwdin charge.
Positions of all 18 atoms, in Å:
C 0.621 -1.812 1.192  -0.013
N -0.440 0.377 1.095  -0.091
C 0.821 -0.309 0.991  -0.537
N -0.453 1.601 1.734  0.027
O 1.813 0.244 1.528  0.005
H -1.314 -0.060 0.830  0.139
H 0.467 1.706 2.187  0.088
H -0.562 2.363 1.065  0.078
H 0.624 -2.052 2.257  0.093
H 1.447 -2.321 0.692  0.082
H -0.318 -2.158 0.753  0.073
C -0.797 0.228 -2.535  -0.214
N 0.277 0.548 -1.626  -0.115
H 0.118 1.365 -1.038  0.026
H 0.919 -0.104 -0.742  0.166
H -1.241 -0.735 -2.270  0.059
H -0.406 0.120 -3.556  0.059
H -1.576 0.999 -2.558  0.074

The HOMO energy comes out at -8.30 eV. Its energy above the lowest of the compared OMol25 structures with the same formula, charge and spin is 97.1 kcal per mole. As for the energy: -9803.791 eV. Its structure (SMILES) is CC(=O)NN.CN.



# 6
Computed, not measured: a single C3H11N3O molecule in a non-equilibrium geometry, with the ωB97M-V functional and the def2-TZVPD basis.

Each line ends with the Löwdin charge.
Positions of all 18 atoms, in Å:
C 0.521 -1.246 0.761  -0.034
C 1.769 0.220 -0.847  -0.026
C 0.656 0.164 0.196  -0.629
N 0.939 1.091 1.247  0.076
H 1.070 2.021 0.867  0.081
H -0.299 -1.295 1.474  0.076
H 0.335 -1.954 -0.042  0.080
H 1.883 1.231 -1.225  0.079
H 1.543 -0.444 -1.675  0.082
H 2.698 -0.086 -0.381  0.084
H 1.444 -1.503 1.272  0.084
N -1.611 0.053 -1.140  -0.122
N -2.795 -0.264 -0.475  -0.009
O -0.668 0.727 -0.268  -0.162
H 0.122 1.139 1.857  0.089
H -1.832 0.770 -1.829  0.109
H -2.650 -1.107 0.066  0.064
H -3.125 0.483 0.142  0.077

The HOMO energy comes out at -9.27 eV. Its energy above the lowest of the compared OMol25 structures with the same formula, charge and spin is 69.0 kcal per mole. As for the energy: -9805.011 eV. Its structure (SMILES) is CC(C)(N)ONN.



# 7
Computed, not measured: a single C3H11N3O2 molecule in a non-equilibrium geometry, with the ωB97M-V functional and the def2-TZVPD basis.

Each line ends with the Löwdin charge.
Positions of all 19 atoms, in Å:
C 1.177 0.080 0.929  -0.028
N -0.715 -2.755 0.188  0.052
O -0.218 -1.745 -0.694  -0.205
H -1.315 -3.285 -0.439  0.076
H -1.317 -2.180 0.777  0.051
H 1.615 -0.915 0.804  0.073
H 1.995 0.800 1.037  0.074
H 0.598 0.089 1.858  0.072
C -0.226 1.962 -0.036  -0.042
C 0.262 0.529 -0.297  -0.615
N 1.058 0.560 -1.518  0.075
O -1.710 -0.360 0.656  -0.049
N -0.858 -0.384 -0.521  -0.055
H -2.550 -0.069 0.257  0.125
H 1.317 -0.397 -1.743  0.072
H 1.927 1.058 -1.348  0.081
H -0.814 2.030 0.885  0.075
H -0.847 2.328 -0.862  0.084
H 0.620 2.652 0.067  0.084

The HOMO energy comes out at -8.76 eV. Its energy above the lowest of the compared OMol25 structures with the same formula, charge and spin is 133.9 kcal per mole. As for the energy: -11849.931 eV. Its structure (SMILES) is CC(C)(N)N(O)ON.



# 8
Computed, not measured: 2 unconnected molecules or ions with the total composition C3H11N3O2 in a non-equilibrium geometry, with the ωB97M-V functional and the def2-TZVPD basis.

Each line ends with the Löwdin charge.
Positions of all 19 atoms, in Å:
C 1.234 1.265 1.817  -0.057
N 0.325 0.741 0.807  -0.177
O -0.261 1.854 0.116  -0.074
H -0.704 1.461 -0.674  0.074
H -0.555 0.167 1.120  0.134
H 0.672 1.860 2.539  0.083
H 1.738 0.428 2.300  0.088
H 1.982 1.912 1.353  0.087
C 0.904 -0.720 -1.622  -0.026
N -1.189 -1.128 0.001  -0.127
C 0.521 -1.034 -0.199  -0.460
N -2.042 -0.333 -0.817  -0.049
O 1.136 -1.840 0.479  0.017
H -1.558 -1.992 0.392  0.097
H -2.696 0.187 -0.230  0.078
H -2.589 -0.909 -1.458  0.079
H 0.096 -0.315 -2.228  0.060
H 1.286 -1.633 -2.082  0.088
H 1.699 0.031 -1.612  0.086

The HOMO energy comes out at -8.80 eV. Its energy above the lowest of the compared OMol25 structures with the same formula, charge and spin is 118.9 kcal per mole. As for the energy: -11850.580 eV. Its structure (SMILES) is CC(=O)NN.CNO.



# 9
Computed, not measured: 2 unconnected molecules or ions with the total composition C3H11N3O2 in a non-equilibrium geometry, with the ωB97M-V functional and the def2-TZVPD basis.

Each line ends with the Löwdin charge.
Positions of all 19 atoms, in Å:
C -0.699 0.066 -1.019  -0.080
N -0.184 0.541 0.190  0.130
C -0.779 0.445 1.474  -0.539
N -2.081 0.025 1.551  0.200
O -0.100 0.681 2.440  0.151
C -0.170 -1.484 -1.137  -0.156
N 1.134 -1.493 -1.635  0.113
H -0.228 0.521 -1.875  0.120
H -1.783 0.084 -1.065  0.134
H 0.667 1.101 0.264  0.146
H -2.583 0.370 2.360  0.136
H -2.641 0.041 0.719  0.090
H -0.250 -1.885 -0.127  0.129
H -0.842 -2.154 -1.681  0.148
H 1.889 -1.786 -1.031  0.129
H 1.344 -1.852 -2.558  0.133
H 1.726 1.300 -1.840  0.043
H 2.040 0.647 -0.560  -0.006
O 2.402 1.324 -1.136  -0.020

Its multiplicity is 2. The HOMO energy (alpha / beta) comes out at -15.18 / -14.68 eV. As for the total charge: +1. Its energy above the lowest of the compared OMol25 structures with the same formula, charge and spin is 7.6 kcal per mole. As for the expectation value of S²: 0.76. As for the energy: -11846.048 eV.



# 10
Computed, not measured: 2 unconnected molecules or ions with the total composition C3H11N3Si in a non-equilibrium geometry, with the ωB97M-V functional and the def2-TZVPD basis.

Each line ends with the Löwdin charge.
Positions of all 18 atoms, in Å:
C 1.508 -0.725 1.526  -0.188
C 0.752 1.915 0.128  -0.191
C -1.409 -0.217 0.687  -0.215
N -2.120 -1.049 -2.624  0.097
N -1.494 -0.088 -2.611  0.179
N 0.646 -0.845 -1.284  -0.138
Si 0.405 0.032 0.135  0.292
H 1.080 -1.658 1.876  0.012
H 2.503 -0.931 1.148  0.012
H 1.589 -0.041 2.366  0.015
H 1.775 2.139 0.418  0.015
H 0.594 2.322 -0.867  0.009
H 0.088 2.443 0.807  0.016
H -1.682 -1.268 0.704  0.012
H -1.566 0.176 1.687  0.020
H -2.091 0.301 0.019  -0.008
H -1.927 -1.948 -2.166  0.116
H 1.347 -0.558 -1.951  -0.055

The HOMO energy (alpha / beta) comes out at -8.05 / -6.58 eV. Its energy above the lowest of the compared OMol25 structures with the same formula, charge and spin is 140.8 kcal per mole. As for the energy: -15632.992 eV.